A cluster of 2 separate species, C4H10B2 in total at a distorted geometry, computed with ωB97M-V/def2-TZVPD.

Calculated values
LUMO level (spin up / spin down) in eV: -0.59 / -0.59
Frontier orbital gap (spin up / spin down) in Eh: 0.273 / 0.273

Last column: natural (NBO) charge in e.
Atoms and positions in Å:
1 B 0.840 1.483 -1.105  0.9964
2 B 0.193 -1.381 1.458  0.5574
3 C 1.108 0.548 0.029  -0.6173
4 C 0.410 -0.591 0.100  -0.4438
5 C -0.333 2.264 -1.672  -1.1519
6 C -0.995 -2.342 1.596  -1.0013
7 H 2.438 1.700 -2.645  -0.2808
8 H 0.600 -1.010 2.497  -0.0677
9 H 1.746 0.883 0.758  0.2374
10 H -0.275 -0.825 -0.802  0.2024
11 H -0.760 2.863 -0.901  0.2580
12 H -1.236 1.579 -1.925  0.2821
13 H -0.108 3.013 -2.534  0.2745
14 H -1.577 -2.627 0.689  0.2262
15 H -1.702 -2.377 2.428  0.2627
16 H -0.350 -3.181 2.029  0.2656

***

A cluster of 2 separate species, C4H10BNO5S in total at a distorted geometry, computed with ωB97M-V/def2-TZVPD.

Calculated values
LUMO level in eV: 5.02
Frontier orbital gap in Eh: 0.168
Total charge: -2

Last column: natural (NBO) charge in e.
Atoms and positions in Å:
1 B 2.176 -0.029 1.536  0.4874
2 C 1.144 -0.588 0.436  -0.9215
3 C -0.282 -0.944 1.050  0.7278
4 O -0.334 -1.907 1.864  -0.6728
5 N -1.448 -0.201 0.639  -0.4589
6 C -1.218 1.266 0.604  -0.4432
7 C -2.647 -0.533 1.441  -0.4150
8 H 1.913 -0.009 2.692  -0.1222
9 H 3.256 0.340 1.180  -0.0924
10 H 1.552 -1.532 -0.057  0.3261
11 H 1.027 0.243 -0.361  0.3418
12 H -2.235 1.768 0.469  0.1907
13 H -0.611 1.549 -0.315  0.2867
14 H -0.698 1.647 1.537  0.1641
15 H -2.604 -0.061 2.482  0.1646
16 H -3.544 -0.101 0.874  0.1854
17 H -2.845 -1.637 1.551  0.2235
18 O 2.469 1.103 -4.077  -1.1297
19 S 1.480 0.146 -3.527  2.5794
20 O 2.187 -0.901 -2.746  -1.1416
21 O 0.731 -0.487 -4.638  -1.1267
22 O 0.532 0.869 -2.633  -1.1534

***

A structure of composition C4H10Br3O7PS at a distorted geometry, computed with ωB97M-V/def2-TZVPD.

Calculated values
LUMO level in eV: -0.65
Frontier orbital gap in Eh: 0.322

Last column: natural (NBO) charge in e.
Atoms and positions in Å:
1 O 2.853 -1.217 1.035  -1.0684
2 P 2.012 -0.730 -0.044  2.5418
3 O 2.934 -0.652 -1.356  -0.9785
4 O 0.845 -1.780 -0.368  -0.9844
5 O 1.295 0.647 0.220  -0.8133
6 C 0.927 1.560 -0.819  -0.0613
7 C -0.299 1.109 -1.594  -0.4358
8 C -1.510 0.933 -0.680  -0.6931
9 S -2.807 -0.154 -1.254  2.3748
10 O -3.671 0.613 -2.097  -0.9372
11 O -3.355 -0.832 -0.131  -0.9099
12 O -2.102 -1.277 -2.140  -0.8747
13 H 2.483 -0.611 -2.206  0.4922
14 H 0.924 -2.173 -1.241  0.5045
15 H 1.759 1.716 -1.510  0.1953
16 H 0.753 2.520 -0.335  0.2109
17 H -0.510 1.839 -2.376  0.2368
18 H -0.082 0.155 -2.083  0.1864
19 H -1.232 0.568 0.309  0.2699
20 H -2.050 1.871 -0.548  0.2608
21 H -1.662 -0.878 -2.901  0.4956
22 C 0.398 -0.689 4.373  -0.5073
23 Br 1.330 -2.062 5.347  0.0783
24 Br -0.130 0.756 5.546  0.0590
25 Br 1.411 -0.105 2.849  0.1366
26 H -0.515 -1.129 4.001  0.2209